No. 1
Formula: C27H42BFNO29P2S
Source: the Open Molecules 2025 dataset
Level of theory: ωB97M-V/def2-TZVPD

The geometry in XYZ format:
```
104
Properties=species:S:1:pos:R:3:forces:R:3:lowdin_charge:R:1
N 3.314 3.844 0.310 -0.022 -0.058 -0.152 -0.37
P 1.986 2.965 0.428 0.495 0.900 -0.163 0.67
B 0.450 3.531 -0.649 -0.134 -0.252 -0.259 -0.91
F 0.468 4.929 -0.843 0.035 0.215 0.247 -0.08
P -1.279 3.118 0.210 -0.335 0.517 -1.466 0.24
O -1.374 3.924 1.616 -0.024 0.032 0.462 -0.27
O -1.448 1.588 0.662 0.365 -0.167 0.432 -0.25
S -2.820 3.693 -0.896 0.080 -0.098 0.273 0.22
H 3.146 4.617 -0.326 0.030 0.045 0.037 -0.08
H 2.243 1.622 0.107 -0.227 -0.288 0.229 -0.03
H 1.607 2.880 1.786 -0.147 -0.370 0.080 -0.03
H 0.483 2.940 -1.704 -0.014 -0.125 0.047 0.03
H -1.773 4.776 1.391 -0.010 -0.023 0.144 0.04
H -0.602 1.109 0.573 -0.131 -0.206 0.007 0.02
C 2.437 -0.995 4.253 0.063 -0.032 0.054 -0.10
C 2.739 0.438 3.847 -0.105 -0.078 0.190 -0.08
O 2.241 0.474 2.498 0.290 0.012 0.039 0.02
C 1.323 -0.481 2.356 -0.206 0.151 0.091 -0.59
O 0.593 -0.583 1.411 -0.061 -0.133 -0.005 0.13
O 1.305 -1.305 3.414 0.094 -0.249 0.013 0.05
H 2.158 -1.113 5.293 -0.072 0.055 0.035 0.10
H 3.238 -1.696 4.014 0.027 0.055 -0.066 0.13
H 2.168 1.154 4.433 0.007 -0.009 0.044 0.12
H 3.791 0.703 3.871 0.031 -0.056 -0.210 0.14
C -1.039 -2.274 -3.218 0.013 0.035 0.237 -0.09
C -1.451 -2.613 -1.791 0.158 0.108 -0.279 -0.10
O -0.655 -1.693 -1.028 -0.492 0.133 -0.242 0.01
C -0.340 -0.643 -1.813 0.212 0.642 0.126 -0.54
O 0.175 0.366 -1.446 -0.058 -0.440 -0.127 0.15
O -0.664 -0.895 -3.097 -0.150 -0.355 -0.304 0.05
H -1.838 -2.380 -3.944 -0.055 0.123 -0.016 0.13
H -0.164 -2.845 -3.542 -0.014 0.004 -0.027 0.13
H -2.492 -2.404 -1.605 -0.395 0.100 0.041 0.14
H -1.219 -3.635 -1.498 -0.108 0.122 0.011 0.11
C 2.659 1.574 -4.365 -0.076 -0.070 0.040 -0.08
C 1.706 0.417 -4.606 0.085 0.223 0.109 -0.10
O 2.094 -0.024 -5.921 -0.105 -0.069 0.050 0.06
C 3.363 0.361 -6.144 -0.004 0.059 -0.016 -0.59
O 4.019 0.009 -7.080 0.075 0.005 0.058 0.13
O 3.790 1.193 -5.180 -0.007 0.059 0.025 0.06
H 2.960 1.689 -3.329 0.117 -0.050 -0.004 0.14
H 2.269 2.522 -4.732 -0.007 0.002 -0.037 0.14
H 1.864 -0.400 -3.902 0.037 -0.026 -0.001 0.13
H 0.660 0.699 -4.594 -0.023 -0.003 -0.108 0.13
C -5.736 2.794 0.976 0.052 -0.087 0.029 -0.13
C -5.873 2.261 2.388 0.026 -0.011 -0.087 -0.11
O -7.246 2.554 2.697 0.056 -0.028 0.071 0.05
C -7.932 2.658 1.535 0.011 -0.013 -0.027 -0.59
O -9.120 2.728 1.458 0.046 0.007 0.009 0.15
O -7.089 2.665 0.486 0.048 0.026 -0.026 0.05
H -5.047 2.233 0.352 -0.097 0.002 -0.118 0.09
H -5.449 3.843 0.947 -0.006 0.023 -0.014 0.11
H -5.730 1.181 2.442 -0.011 -0.018 -0.027 0.13
H -5.216 2.750 3.101 -0.090 0.095 0.052 0.13
C 0.632 -4.944 5.027 0.051 0.077 0.236 -0.10
C -0.129 -5.250 6.306 -0.044 -0.012 -0.123 -0.11
O 0.712 -4.681 7.314 -0.042 -0.042 0.045 0.06
C 1.472 -3.716 6.745 0.055 -0.013 -0.036 -0.57
O 2.155 -2.952 7.345 -0.001 -0.011 -0.028 0.16
O 1.350 -3.749 5.400 -0.127 -0.171 -0.126 0.05
H -0.008 -4.761 4.172 0.054 0.196 -0.025 0.12
H 1.353 -5.718 4.768 0.010 -0.004 -0.004 0.13
H -1.100 -4.752 6.342 0.002 0.020 -0.025 0.13
H -0.262 -6.312 6.490 0.086 -0.017 0.077 0.13
C -7.011 2.067 -4.187 0.005 0.028 0.074 -0.12
C -6.273 2.863 -3.126 -0.046 0.175 0.014 -0.11
O -5.530 1.844 -2.452 -0.088 0.182 0.268 0.04
C -5.367 0.810 -3.280 -0.071 -0.009 -0.216 -0.59
O -4.663 -0.124 -3.089 0.289 -0.431 0.132 0.15
O -6.129 0.960 -4.392 -0.131 0.044 -0.195 0.05
H -7.158 2.604 -5.119 0.097 -0.038 -0.061 0.13
H -7.969 1.686 -3.830 -0.018 0.017 0.032 0.13
H -5.567 3.581 -3.545 0.017 -0.013 -0.031 0.14
H -6.928 3.368 -2.421 0.025 -0.091 0.119 0.13
C 2.255 -3.999 0.243 -0.029 0.010 -0.085 -0.08
C 0.842 -3.882 -0.304 0.449 -0.090 0.421 -0.11
O 0.218 -5.058 0.245 -0.080 -0.030 -0.238 0.07
C 0.894 -5.428 1.345 -0.044 -0.077 0.101 -0.58
O 0.514 -6.253 2.119 0.080 0.027 0.026 0.14
O 2.048 -4.743 1.456 0.018 0.018 -0.045 0.07
H 2.718 -3.042 0.464 -0.065 0.007 0.139 0.14
H 2.912 -4.580 -0.406 0.003 -0.018 -0.011 0.13
H 0.320 -3.006 0.065 0.248 -0.116 0.173 0.11
H 0.791 -3.908 -1.389 0.114 -0.168 0.026 0.12
C 7.501 0.009 -6.480 -0.071 0.125 -0.026 -0.10
C 8.336 1.203 -6.908 -0.010 -0.096 -0.041 -0.12
O 8.635 1.828 -5.656 0.008 0.037 -0.023 0.05
C 8.549 0.896 -4.675 0.033 -0.029 -0.027 -0.57
O 8.915 1.054 -3.556 -0.018 -0.006 -0.066 0.16
O 8.005 -0.244 -5.160 -0.039 -0.047 -0.014 0.06
H 7.640 -0.870 -7.103 0.080 -0.060 0.079 0.13
H 6.438 0.245 -6.422 -0.009 -0.004 0.018 0.11
H 9.275 0.910 -7.381 0.004 -0.025 -0.004 0.13
H 7.805 1.895 -7.555 -0.037 0.092 0.105 0.13
C -2.511 0.884 5.427 0.030 0.016 -0.144 -0.10
C -1.753 0.728 4.117 -0.218 0.027 0.032 -0.10
O -0.399 0.871 4.555 0.059 0.045 -0.009 0.05
C -0.319 0.555 5.866 0.112 0.161 -0.366 -0.56
O 0.714 0.431 6.444 -0.235 -0.064 0.271 0.16
O -1.554 0.422 6.396 0.014 -0.020 0.023 0.07
H -3.415 0.285 5.486 0.050 -0.096 0.082 0.13
H -2.749 1.925 5.647 0.024 0.021 -0.005 0.13
H -1.872 -0.262 3.674 0.008 -0.020 0.003 0.14
H -1.983 1.486 3.373 0.125 0.053 -0.017 0.12
```
Positions in Å, forces in eV/Å.

LUMO energy: 0.0636 Ha
Net charge: -1
Frontier orbital gap: 6.610 eV
Calculated total energy: -122360.97934 eV
HOMO energy: -4.88 eV
Multiplicity: 1

---

No. 2
Formula: C27H42BN9O8SSe3TeY
Source: the Open Molecules 2025 dataset
Level of theory: ωB97M-V/def2-TZVPD

The geometry in XYZ format:
```
93
Properties=species:S:1:pos:R:3:forces:R:3:lowdin_charge:R:1
Y -0.086 0.111 -0.249 0.036 2.226 -3.943 1.19
Se 0.146 -1.432 -2.809 0.146 -0.060 0.380 0.01
Se 0.249 0.301 -4.366 0.073 0.061 -0.493 -0.23
Te -0.763 2.348 -3.370 0.219 0.488 -0.258 0.30
Se 0.811 2.718 -1.460 -0.270 -0.050 -0.221 -0.13
C 3.122 -3.021 -1.465 -0.043 0.049 -0.142 -0.19
C 3.803 -4.378 -1.172 0.066 -0.057 0.035 -0.16
N 3.456 -4.836 0.172 0.153 -0.269 0.072 -0.17
C 2.010 -5.026 0.245 -0.039 -0.110 -0.049 -0.15
C 1.281 -3.716 -0.130 -0.227 0.032 -0.039 -0.16
N 2.256 -2.652 -0.348 -0.045 0.105 0.052 -0.16
C 3.074 -2.498 0.850 0.115 0.146 0.123 -0.16
C 3.844 -3.811 1.134 0.066 0.017 0.035 -0.16
H 2.509 -3.064 -2.369 0.077 0.056 0.035 0.07
H 3.860 -2.226 -1.594 -0.029 -0.021 -0.030 0.10
H 4.892 -4.302 -1.233 -0.025 -0.026 -0.040 0.11
H 3.476 -5.148 -1.874 0.038 -0.004 -0.059 0.11
H 1.765 -5.347 1.262 -0.033 -0.029 -0.048 0.11
H 1.754 -5.831 -0.446 -0.109 -0.091 0.057 0.11
H 0.601 -3.393 0.658 -0.036 -0.074 -0.008 0.10
H 0.706 -3.831 -1.051 -0.028 -0.034 -0.007 0.09
H 2.409 -2.240 1.673 0.085 0.020 -0.063 0.09
H 3.756 -1.662 0.686 -0.024 -0.010 0.049 0.11
H 3.623 -4.190 2.137 0.069 0.014 0.002 0.10
H 4.926 -3.676 1.047 -0.008 0.035 0.094 0.11
O -4.628 6.747 2.648 -0.431 -0.236 0.053 -0.04
C -3.430 7.437 2.466 0.325 0.162 -0.324 -0.27
N -2.261 6.593 2.596 -0.001 0.156 0.083 0.08
C -2.085 5.593 1.672 0.100 0.301 0.319 -0.43
O -2.839 5.485 0.726 -0.150 -0.101 -0.199 0.09
C -0.936 4.685 1.918 0.416 -0.403 0.025 -0.10
C 0.164 5.015 2.709 -0.164 -0.154 -0.163 -0.02
C 1.145 4.059 2.905 -0.009 0.073 0.011 -0.05
C 1.002 2.818 2.297 0.118 0.023 0.047 -0.13
N -0.008 2.515 1.494 0.083 -0.465 0.107 0.00
C -0.947 3.428 1.313 -0.431 0.370 -0.128 -0.11
H -4.702 6.116 1.916 0.057 0.095 0.052 0.08
H -3.388 8.216 3.231 0.038 -0.092 -0.131 0.12
H -3.392 7.887 1.463 0.005 -0.022 0.262 0.13
H -1.860 6.479 3.513 -0.019 -0.066 -0.048 0.13
H 0.272 6.006 3.132 -0.015 0.011 0.061 0.11
H 2.011 4.275 3.515 0.034 -0.042 -0.013 0.10
H 1.742 2.039 2.439 0.048 -0.018 0.015 0.11
H -1.763 3.165 0.653 0.020 0.010 0.003 0.11
N -3.683 -0.684 2.155 -0.122 0.418 0.085 0.11
C -3.510 -1.817 1.470 -0.532 -0.687 0.423 -0.67
N -2.753 -1.989 0.447 0.571 0.738 -0.215 0.12
C -2.834 -3.268 -0.040 -0.406 -0.740 0.195 -0.29
C -2.254 -3.743 -1.208 0.044 0.143 0.005 -0.03
C -2.490 -5.047 -1.594 0.017 -0.049 0.015 -0.09
C -3.260 -5.904 -0.816 -0.004 -0.217 -0.069 -0.11
C -3.850 -5.454 0.350 0.013 -0.076 0.001 -0.12
C -3.652 -4.138 0.710 0.081 0.119 -0.011 -0.49
S -4.362 -3.287 2.052 0.305 0.401 -0.231 1.04
H -3.257 0.158 1.759 -0.194 -0.130 -0.002 0.08
H -4.498 -0.599 2.738 0.111 0.032 -0.079 0.10
H -1.654 -3.082 -1.818 -0.031 0.099 -0.059 0.01
H -2.079 -5.396 -2.529 0.123 -0.089 -0.085 0.10
H -3.406 -6.930 -1.124 -0.024 -0.068 -0.046 0.09
H -4.451 -6.105 0.967 -0.104 -0.110 0.002 0.10
N 4.363 1.521 -0.862 -0.010 0.134 0.261 0.15
C 3.279 0.704 -1.100 0.458 -0.138 -0.383 -0.75
N 3.178 0.226 -2.351 0.039 -0.078 -0.001 0.16
O 2.554 0.347 -0.170 -0.784 -0.040 0.434 -0.13
H 4.696 2.099 -1.619 -0.072 -0.051 0.046 0.09
H 4.325 1.977 0.037 -0.082 0.058 -0.165 0.10
H 3.596 0.720 -3.120 -0.049 0.016 0.045 0.11
H 2.373 -0.358 -2.567 -0.188 0.057 0.036 -0.05
C 1.687 -1.903 4.403 -0.347 0.034 -0.269 -0.01
C 0.252 -1.901 3.861 0.100 -0.052 0.404 -0.46
C -0.440 -3.183 4.331 0.133 0.304 -0.237 0.00
O 0.335 -1.907 2.436 0.037 -0.543 0.027 0.00
B -0.129 -0.726 1.871 0.119 -1.213 2.983 -0.67
O -0.630 0.059 2.897 -0.219 0.443 0.295 0.02
C -0.536 -0.578 4.172 -0.210 -0.097 0.466 -0.46
C 0.166 0.391 5.128 -0.169 -0.173 -0.304 -0.02
C -1.956 -0.822 4.696 0.302 -0.052 -0.164 -0.02
H 2.180 -2.816 4.079 0.069 -0.100 -0.005 0.08
H 1.691 -1.863 5.489 0.091 0.004 0.134 0.08
H 2.242 -1.062 3.997 0.118 0.118 0.036 0.09
H 0.178 -4.039 4.068 0.063 -0.077 -0.027 0.09
H -1.409 -3.309 3.861 -0.134 -0.013 -0.074 0.08
H -0.571 -3.166 5.410 -0.011 -0.069 0.179 0.09
H 1.114 0.731 4.723 0.154 -0.022 0.009 0.08
H 0.323 -0.074 6.098 0.065 -0.005 0.154 0.08
H -0.470 1.264 5.260 -0.056 0.087 0.021 0.09
H -2.510 -1.438 3.997 -0.022 -0.030 0.105 0.05
H -2.471 0.133 4.785 -0.032 0.074 -0.023 0.09
H -1.948 -1.306 5.670 0.067 -0.018 0.158 0.09
O -4.167 0.409 -0.790 -0.723 0.000 -0.045 0.07
N -2.981 0.594 -0.673 -0.944 0.057 -0.756 -0.59
O -2.186 0.381 -1.599 0.766 -0.727 0.044 -0.27
O -2.502 1.036 0.399 1.374 0.314 1.123 -0.13
```
Positions in Å, forces in eV/Å.

LUMO energy: 0.0781 Ha
Net charge: -1
Frontier orbital gap: 5.904 eV
Calculated total energy: -274365.10733 eV
HOMO energy: -3.78 eV
Multiplicity: 1
ΔE to the lowest compared entry with this formula, charge and spin: 267.1 kJ/mol

---

No. 3
Formula: C27H42BNO8
Source: the Open Molecules 2025 dataset
Level of theory: ωB97M-V/def2-TZVPD

The geometry in XYZ format:
```
79
Properties=species:S:1:pos:R:3:forces:R:3:lowdin_charge:R:1
H 5.457 -0.903 1.781 0.004 -0.033 -0.017 0.06
N 4.631 -0.593 1.269 -0.054 0.047 -0.024 0.17
C 3.925 0.171 1.995 0.130 -0.237 0.126 -0.41
C 4.313 0.546 3.408 -0.018 -0.177 -0.251 -0.03
C 2.659 0.767 1.442 0.100 0.286 -0.386 -0.10
C 2.309 0.242 0.070 -0.101 -0.005 0.384 -0.08
C 2.934 0.818 -1.040 0.145 0.007 -0.141 -0.11
C 3.970 1.907 -0.899 0.042 0.174 -0.028 -0.09
C 3.454 3.279 -1.350 -0.033 -0.149 -0.006 -0.19
O 2.074 3.390 -1.063 0.066 -0.001 0.084 -0.14
C 1.659 4.733 -0.909 -0.188 0.220 -0.039 -0.28
C 0.141 4.797 -0.919 0.347 -0.151 -0.015 -0.07
C 2.632 0.394 -2.333 -0.060 -0.307 -0.233 0.00
B 3.337 1.013 -3.613 -0.192 0.275 0.373 -0.60
O 4.626 0.646 -3.949 -0.074 0.139 -0.102 0.17
O 2.700 1.981 -4.345 0.272 -0.548 -0.664 0.04
C 1.393 1.706 -4.860 -0.020 0.129 0.641 -0.05
C 1.700 -0.623 -2.498 0.156 0.221 -0.203 0.04
C 1.083 -1.203 -1.415 -0.216 -0.308 0.103 -0.08
C 1.384 -0.797 -0.110 0.087 0.244 -0.061 -0.01
C 0.731 -1.503 1.034 0.074 -0.225 -0.010 -0.25
O 1.066 -1.376 2.193 0.171 -0.023 0.008 0.11
C -0.365 -2.475 0.726 -0.131 0.099 -0.063 -0.11
C -1.124 -3.129 1.859 -0.309 0.123 -0.286 -0.13
C -1.560 -2.223 2.920 0.648 -0.128 0.361 -0.13
C -1.760 -1.506 3.861 -0.658 0.123 -0.290 0.12
C -0.640 -2.818 -0.529 -0.142 -0.036 0.018 0.07
C 0.087 -2.271 -1.683 0.019 0.025 0.083 -0.32
O -0.150 -2.683 -2.803 -0.005 -0.012 -0.061 0.10
H 4.642 -0.356 3.920 -0.056 -0.009 0.158 0.08
H 3.490 0.998 3.956 0.012 0.061 0.076 0.08
H 5.164 1.225 3.380 -0.050 0.176 0.049 0.08
H 1.853 0.635 2.149 -0.079 -0.083 0.118 0.11
H 2.815 1.847 1.355 -0.045 0.045 0.122 0.12
H 4.824 1.645 -1.525 0.072 -0.033 0.003 0.13
H 4.360 1.980 0.110 -0.043 -0.102 0.053 0.10
H 4.006 4.068 -0.831 0.094 0.022 0.014 0.13
H 3.618 3.410 -2.424 -0.063 0.129 -0.060 0.12
H 2.056 5.136 0.032 0.067 -0.070 0.055 0.12
H 2.068 5.352 -1.716 0.075 -0.010 -0.047 0.12
H -0.252 3.854 -0.544 -0.103 0.008 0.083 0.08
H -0.219 5.595 -0.277 -0.113 0.074 -0.040 0.06
H -0.231 4.948 -1.930 -0.119 -0.032 -0.023 0.07
H 4.686 -0.158 -4.472 0.175 0.017 0.117 0.11
H 1.245 2.334 -5.731 -0.054 0.072 -0.029 0.09
H 0.640 1.910 -4.098 -0.092 0.114 -0.045 0.10
H 1.292 0.659 -5.147 0.026 0.002 -0.154 0.09
H 1.440 -0.992 -3.481 -0.064 -0.052 -0.021 0.12
H -2.014 -3.578 1.417 0.018 -0.167 -0.025 0.12
H -0.533 -3.952 2.265 0.083 0.087 0.212 0.14
H -2.104 -0.800 4.577 0.161 -0.033 0.179 0.03
H -1.415 -3.539 -0.748 -0.011 -0.062 -0.017 0.10
C -1.072 -7.694 -1.847 0.044 0.068 0.035 -0.09
C -2.329 -7.053 -1.290 0.045 0.037 -0.118 -0.31
O -2.199 -5.638 -1.175 -0.019 -0.025 -0.032 -0.10
H -0.215 -7.462 -1.214 -0.008 -0.024 0.021 0.08
H -1.180 -8.778 -1.907 -0.010 -0.002 -0.011 0.07
H -0.856 -7.315 -2.849 -0.027 -0.037 -0.021 0.07
H -2.534 -7.419 -0.286 -0.027 0.031 0.017 0.11
H -3.191 -7.293 -1.921 -0.022 -0.056 0.045 0.11
H -2.030 -5.285 -2.056 0.029 0.017 0.019 0.08
C -3.711 7.545 -0.295 0.083 -0.013 0.029 -0.09
C -3.694 6.049 -0.547 -0.038 0.030 0.137 -0.32
O -2.807 5.366 0.334 -0.024 0.041 -0.017 -0.09
H -2.708 7.959 -0.402 -0.003 0.001 -0.033 0.07
H -4.376 8.053 -0.995 -0.013 -0.004 0.006 0.07
H -4.053 7.762 0.720 -0.050 0.005 -0.017 0.07
H -3.338 5.835 -1.554 0.013 -0.039 0.001 0.11
H -4.703 5.635 -0.451 -0.014 0.009 -0.078 0.11
H -3.105 5.522 1.235 0.010 -0.024 -0.004 0.08
C -5.496 -3.225 3.411 0.013 -0.026 -0.065 -0.09
C -5.246 -3.387 4.899 0.152 0.068 -0.118 -0.33
O -4.059 -4.134 5.139 -0.025 0.007 0.035 -0.09
H -5.570 -4.201 2.930 -0.017 -0.011 0.019 0.08
H -6.411 -2.667 3.205 0.000 0.020 0.056 0.07
H -4.659 -2.688 2.957 -0.038 0.035 -0.034 0.06
H -6.056 -3.934 5.380 0.010 -0.020 0.012 0.11
H -5.169 -2.404 5.378 -0.089 -0.003 0.023 0.11
H -3.334 -3.656 4.720 0.074 -0.011 0.015 0.05
```
Positions in Å, forces in eV/Å.

LUMO energy: -0.0312 Ha
SMILES string: [H]/N=C(\C)Cc1c(CCOCC)c(B(O)OC)cc2c1C(=O)C(CC#C)=CC2=O.CCO.CCO.CCO
Net charge: 0
Frontier orbital gap: 8.198 eV
Calculated total energy: -47225.31545 eV
HOMO energy: -9.05 eV
Multiplicity: 1
ΔE to the lowest compared entry with this formula, charge and spin: 430.9 kJ/mol